Record 1
The following is a DFT calculation (the ωB97M-V functional and the def2-TZVPD basis) of a structure of composition C26H23F3N3O6Tl in a non-equilibrium geometry.

Each line ends with the Mulliken charge.
Positions of all 62 atoms, in Å:
Tl 0.1530 0.7861 1.0144  2.0251
O 0.1648 -1.1379 2.2412  -0.5406
N 0.7951 -1.0922 3.3462  -0.3136
N 1.3667 -0.0101 3.6759  0.8582
O 1.3703 1.0918 2.9675  -0.8273
C 2.1361 -0.0422 4.8617  0.2262
C 1.9158 -1.0350 5.8106  -0.3355
C 2.7349 -1.0972 6.9224  -0.5081
C 3.7644 -0.1823 7.0911  -0.4484
C 3.9650 0.8126 6.1493  -0.4753
C 3.1497 0.8909 5.0347  -0.3219
H 1.1200 -1.7462 5.6608  0.4632
H 2.5722 -1.8696 7.6584  0.3686
H 4.4109 -0.2503 7.9532  0.3776
H 4.7671 1.5241 6.2731  0.3600
H 3.2988 1.6501 4.2837  0.4219
C -1.4757 3.1875 -1.7079  -0.8977
N -0.2285 3.9004 -1.5410  0.2861
C 0.1479 4.7731 -2.6302  -1.0611
C 0.4652 3.8148 -0.4025  0.8485
C 1.6902 4.6854 -0.2767  -1.5278
O 0.1220 3.0859 0.5400  -0.7097
H -2.3193 3.8762 -1.6209  0.3853
H -1.5645 2.4174 -0.9474  -0.0186
H -1.5012 2.7170 -2.6895  0.3821
H -0.4085 4.4801 -3.5183  0.3514
H 1.2097 4.6824 -2.8558  0.3640
H -0.0787 5.8207 -2.4121  0.3281
H 1.4381 5.7288 -0.4524  0.3969
H 2.4575 4.3870 -0.9880  0.3816
H 2.0875 4.5701 0.7267  0.3654
F 1.2640 -3.6999 -6.9980  -0.2570
C 1.5290 -4.3036 -5.8213  0.8735
F 0.6135 -5.2812 -5.7012  -0.2572
F 2.7128 -4.9128 -5.9757  -0.2850
C 1.5015 -3.3377 -4.6741  0.4667
C 0.3001 -2.7077 -4.3612  -0.9136
C 0.2575 -1.8009 -3.3230  -0.4375
C 1.4150 -1.5248 -2.5909  0.3969
C 2.6139 -2.1603 -2.9114  -0.7845
C 2.6568 -3.0651 -3.9536  -0.5343
C 1.3217 -0.6333 -1.4954  0.4233
C 1.2475 0.1423 -0.5679  -1.0975
H -0.5920 -2.9348 -4.9247  0.4065
H -0.6658 -1.3090 -3.0584  0.3084
H 3.4989 -1.9399 -2.3347  0.4920
H 3.5804 -3.5648 -4.2038  0.4561
O -3.2361 -1.2163 -1.9488  -0.6836
C -3.9740 -1.3277 -0.8358  0.2479
C -5.0749 -2.1851 -0.8525  -0.6344
C -5.8673 -2.3306 0.2668  -0.3558
C -5.5927 -1.6112 1.4244  -0.6901
C -4.4937 -0.7807 1.4648  -0.5227
C -3.6720 -0.6298 0.3484  0.0245
C -2.4230 0.1465 0.4488  1.7609
O -2.0948 0.6915 1.5369  -0.9487
O -1.6669 0.2360 -0.5609  -0.7242
H -2.4673 -0.6394 -1.7084  0.3674
H -5.2635 -2.7502 -1.7532  0.4372
H -6.6967 -3.0248 0.2435  0.3843
H -6.2237 -1.7226 2.2933  0.3989
H -4.2344 -0.2412 2.3602  0.4769

The calculation puts the energy relative to the best compared isomer or geometry (same formula, charge and spin) at 0.486 eV. The largest force on an atom is 1.54 eV/Å. The total charge is 0. Its orbital gap is 8.47 eV. As for the electronic energy: -2092.2287 Eh. The LUMO energy comes out at 0.047 eV.



Record 2
The following is a DFT calculation (the ωB97M-V functional and the def2-TZVPD basis) of a structure of composition C26H23N7O4Pd in a non-equilibrium geometry.

Each line ends with the natural charge from an NBO analysis.
Positions of all 61 atoms, in Å:
Pd -0.1705 0.0503 -0.2970  0.9434
C -6.4925 -0.5894 -2.7174  -0.6229
C -5.2727 -0.1089 -1.9745  -0.0425
C -4.9071 1.2373 -1.9585  -0.1934
C -3.7551 1.6530 -1.3215  -0.2285
C -2.9144 0.7589 -0.6463  0.1341
N -1.7396 1.1753 -0.0510  -0.5889
C -1.6122 2.4376 0.5075  0.1296
C -2.5658 2.9156 1.4170  -0.2059
C -2.4316 4.1290 2.0545  -0.2053
C -1.3071 4.9296 1.8326  -0.0211
C -1.1178 6.2353 2.5599  -0.6269
C -0.3657 4.4710 0.9332  -0.2356
C -0.5246 3.2629 0.2536  0.1528
N 0.4597 2.9049 -0.7266  -0.1640
C 1.4321 3.6928 -1.2308  -0.0161
C 2.1503 2.9591 -2.1429  -0.3239
C 1.5339 1.7070 -2.1474  0.0118
N 0.5015 1.6896 -1.3168  -0.2739
C -3.3083 -0.5771 -0.6372  0.1529
C -4.4500 -0.9971 -1.3080  -0.2191
N -2.5594 -1.5544 0.0997  -0.1534
C -2.9714 -2.7739 0.5034  -0.0049
C -1.9554 -3.3548 1.2234  -0.3246
C -0.9341 -2.4031 1.2209  0.0129
N -1.3178 -1.3210 0.5603  -0.2587
H -7.2370 0.2025 -2.7967  0.2170
H -6.9550 -1.4407 -2.2171  0.2143
H -6.2371 -0.9026 -3.7320  0.2209
H -5.5212 1.9648 -2.4771  0.2121
H -3.4701 2.6981 -1.3403  0.2202
H -3.4244 2.2843 1.6127  0.2233
H -3.1932 4.4536 2.7540  0.2141
H -2.0681 6.7565 2.6773  0.2199
H -0.4348 6.8942 2.0234  0.2134
H -0.7079 6.0739 3.5592  0.2204
H 0.5144 5.0771 0.7591  0.2041
H 1.5397 4.7207 -0.9367  0.2281
H 2.9903 3.2887 -2.7279  0.2415
H 1.7655 0.8205 -2.7164  0.2445
H -4.7080 -2.0490 -1.3200  0.2072
H -3.9565 -3.1398 0.2781  0.2288
H -1.9584 -4.3236 1.6895  0.2421
H 0.0493 -2.4412 1.6592  0.2321
C 2.9124 2.0214 1.8661  -0.6571
C 3.1043 0.7036 1.1987  0.3820
N 2.1876 0.0540 0.5146  -0.5263
C 2.7976 -1.0547 -0.0019  -0.0103
C 4.1068 -1.0850 0.3804  -0.0092
N 4.2827 0.0413 1.1415  -0.4863
C 5.2594 -1.9995 0.1745  0.7659
O 5.0392 -3.0647 -0.5585  -0.6661
O 6.3249 -1.7241 0.6818  -0.6197
C 2.0680 -1.9433 -0.9429  0.7772
O 2.6429 -2.9802 -1.3179  -0.6881
O 0.9228 -1.5485 -1.3190  -0.7434
H 1.9216 2.0660 2.3156  0.2444
H 2.9857 2.8253 1.1307  0.2302
H 3.6624 2.1926 2.6374  0.2252
H 5.1687 0.2741 1.5655  0.4427
H 4.0767 -3.0843 -0.8806  0.5072

The calculation puts the energy relative to the best compared isomer or geometry (same formula, charge and spin) at 0.000 eV. The largest force on an atom is 1.58 eV/Å. The total charge is 0. Its orbital gap is 7.28 eV. As for the electronic energy: -1816.7928 Eh. The LUMO energy comes out at -0.049 eV.



Record 3
The following is a DFT calculation (the ωB97M-V functional and the def2-TZVPD basis) of a structure of composition C26H23NO4PPdSi in a non-equilibrium geometry.

Each line ends with the natural charge from an NBO analysis.
Positions of all 57 atoms, in Å:
Pd -1.0240 0.4413 -1.0999  0.5608
O -1.0127 -3.3881 -3.0836  -0.6973
C -0.7046 -2.3167 -2.5820  0.7849
O -1.3547 -1.6805 -1.7181  -0.8114
C 0.6732 -1.7130 -3.0549  -0.8393
P 1.1098 -0.1403 -2.2135  0.7731
C 1.7119 -0.7118 -0.5775  -0.2262
C 1.2976 -1.8968 0.0237  -0.2534
C 1.7742 -2.2393 1.2768  -0.1996
C 2.6613 -1.4113 1.9440  -0.2243
C 3.0481 -0.2108 1.3691  -0.2181
C 2.5696 0.1383 0.1226  -0.2375
C 2.7729 0.0768 -2.9893  -0.3182
C 3.0088 1.1048 -3.8944  -0.1535
C 4.2600 1.2603 -4.4694  -0.2237
C 5.2889 0.3940 -4.1417  -0.2222
C 5.0572 -0.6430 -3.2516  -0.2158
C 3.8101 -0.7980 -2.6798  -0.2086
H 0.5801 -1.5085 -4.1285  0.2499
H 1.4651 -2.4576 -2.9168  0.2323
H 0.6086 -2.5569 -0.4803  0.2425
H 1.4523 -3.1627 1.7359  0.2130
H 3.0486 -1.6915 2.9145  0.2043
H 3.7218 0.4506 1.8978  0.2062
H 2.8770 1.0691 -0.3369  0.2145
H 2.2098 1.7902 -4.1461  0.2133
H 4.4420 2.0643 -5.1706  0.2044
H 6.2682 0.5177 -4.5818  0.2041
H 5.8517 -1.3308 -2.9966  0.2064
H 3.6351 -1.6017 -1.9784  0.2197
C -3.1231 -3.1967 2.6252  -0.2205
C -3.5148 -2.5719 1.4521  -0.2002
C -2.9358 -1.3720 1.0786  -0.1919
C -1.9428 -0.7814 1.8584  -0.4690
C -1.5543 -1.4258 3.0287  -0.1531
C -2.1537 -2.6111 3.4222  -0.2495
Si -1.1128 0.8472 1.2269  1.0996
C -2.1839 2.2604 1.9770  -0.4606
C -3.4641 2.5335 1.5037  -0.1306
C -4.2209 3.5626 2.0337  -0.2399
C -3.7079 4.3519 3.0501  -0.2051
C -2.4345 4.0998 3.5319  -0.2302
C -1.6881 3.0673 2.9950  -0.2083
H -3.5670 -4.1415 2.9160  0.2007
H -4.2546 -3.0342 0.8137  0.2099
H -3.2443 -0.8898 0.1542  0.2334
H -0.7724 -0.9925 3.6389  0.1961
H -1.8557 -3.1001 4.3431  0.1984
H 0.1469 0.9789 2.0753  -0.2016
H -3.8686 1.9327 0.7018  0.2167
H -5.2107 3.7628 1.6444  0.2063
H -4.2962 5.1593 3.4662  0.1996
H -2.0218 4.7166 4.3205  0.2011
H -0.6950 2.8760 3.3720  0.2058
O -3.1171 1.1843 -1.8277  -0.5180
N -2.7617 2.3292 -2.1753  0.3242
O -1.5515 2.6042 -2.0207  -0.4936

The largest force on an atom is 1.41 eV/Å. The total charge is -1. Its orbital gap (spin up / spin down) is 6.56 / 6.54 eV. As for the electronic energy: -2119.0091 Eh. The LUMO energy (spin up / spin down) comes out at 1.816 / 1.466 eV.



Record 4
The following is a DFT calculation (the ωB97M-V functional and the def2-TZVPD basis) of a structure of composition C26H24As2ClMoO6 in a non-equilibrium geometry.

Each line ends with the natural charge from an NBO analysis.
Positions of all 60 atoms, in Å:
Mo -1.4172 0.0216 -1.3942  1.0683
C 1.0956 -1.4559 0.9040  -0.6993
C -0.2971 -1.6510 1.4972  -0.7190
As -1.3955 -0.0639 1.2044  1.2031
C -3.1652 -0.3070 1.8511  -0.3027
C -3.8734 -1.4615 1.5108  -0.2472
C -5.1623 -1.6207 1.9884  -0.1691
C -5.7341 -0.6313 2.7825  -0.1288
C -5.0239 0.5169 3.1090  -0.1743
C -3.7308 0.6920 2.6408  -0.2187
C -0.5181 1.4022 2.0502  -0.3162
C 0.2803 1.1458 3.1656  -0.2346
C 0.8563 2.2083 3.8439  -0.1826
C 0.6326 3.5109 3.4139  -0.1442
C -0.1715 3.7601 2.3094  -0.1712
C -0.7529 2.7066 1.6203  -0.2379
As 1.0411 -0.7308 -0.9209  1.0763
C 1.6605 -2.1659 -2.1085  -0.2978
C 1.0961 -3.4585 -2.0958  0.0155
C 1.5679 -4.5066 -2.9556  -0.0908
C 2.5948 -4.2686 -3.8256  -0.1925
C 3.1669 -2.9868 -3.8463  0.0766
C 2.6932 -1.9326 -2.9781  -0.1062
C 2.3380 0.6491 -1.1184  -0.3121
C 2.2134 1.5312 -2.1922  -0.2516
C 3.1731 2.5150 -2.3723  -0.1714
C 4.2386 2.6153 -1.4853  -0.1403
C 4.3589 1.7299 -0.4209  -0.1779
C 3.4097 0.7369 -0.2311  -0.2243
H 1.6689 -2.3834 0.9010  0.2726
H 1.6589 -0.7174 1.4758  0.2731
H -0.2370 -1.8413 2.5700  0.2875
H -0.8296 -2.4967 1.0582  0.2498
H -3.4301 -2.2430 0.9036  0.2137
H -5.7214 -2.5144 1.7476  0.2500
H -6.7427 -0.7601 3.1517  0.2548
H -5.4747 1.2756 3.7338  0.2546
H -3.1725 1.5818 2.9037  0.2384
H 0.4352 0.1389 3.5347  0.2191
H 1.4660 2.0203 4.7172  0.2519
H 1.0777 4.3370 3.9519  0.2537
H -0.3559 4.7767 1.9897  0.2495
H -1.3929 2.9117 0.7720  0.2280
H 0.2819 -3.6990 -1.4199  0.2372
H 1.0948 -5.4788 -2.8984  0.2758
H 2.9676 -5.0406 -4.4855  0.2861
H 3.9863 -2.7696 -4.5223  0.2663
H 3.1817 -0.9658 -3.0303  0.2671
H 1.3832 1.4588 -2.8857  0.2221
H 3.0885 3.2055 -3.2005  0.2522
H 4.9818 3.3887 -1.6257  0.2572
H 5.1938 1.8109 0.2618  0.2551
H 3.5215 0.0481 0.5972  0.2241
O -1.9788 -1.6923 -1.4466  -0.0890
O -2.3527 -2.8570 -1.4715  -0.1000
O -0.9958 2.1503 -1.5281  -0.7724
Cl -1.9323 2.0956 -2.7192  2.4745
O -3.1021 1.4297 -2.1182  -0.7345
O -2.1531 3.2997 -3.3515  -0.5890
O -1.2914 1.0294 -3.5125  -0.7587

The calculation puts the energy relative to the best compared isomer or geometry (same formula, charge and spin) at 0.020 eV. The largest force on an atom is 1.82 eV/Å. The total charge is +3. Its spin multiplicity is 3. Its orbital gap (spin up / spin down) is 6.23 / 3.77 eV. As for the electronic energy: -6454.9904 Eh. Its expectation value of S² is 2.3837. The LUMO energy (spin up / spin down) comes out at -10.925 / -13.368 eV.



Record 5
The following is a DFT calculation (the ωB97M-V functional and the def2-TZVPD basis) of a structure of composition C26H24AuN4PS in a non-equilibrium geometry.

Each line ends with the natural charge from an NBO analysis.
Positions of all 57 atoms, in Å:
Au 1.4938 -0.8403 1.6255  0.5264
S -0.3279 -2.4308 1.3182  -0.4403
C -1.3400 -1.0167 1.0417  0.1367
N -2.5579 -1.0320 0.6158  -0.2484
N -3.0553 -2.2267 0.2597  -0.4246
C -4.3961 -2.5420 0.4477  0.2455
C -5.3223 -1.5884 0.8708  -0.2870
C -6.6252 -1.9755 1.1366  -0.1857
C -7.0220 -3.2958 0.9785  -0.2566
C -6.1113 -4.2285 0.5007  -0.1902
C -4.8068 -3.8584 0.2286  -0.2832
N -0.7294 0.1645 1.4369  -0.2553
N -1.1241 1.2293 0.9146  -0.1372
C -0.6095 2.4198 1.4462  0.0513
C 0.3377 2.5137 2.4724  -0.1628
C 0.7499 3.7501 2.9300  -0.2355
C 0.2202 4.9109 2.3778  -0.2007
C -0.7123 4.8265 1.3540  -0.2177
C -1.1242 3.5913 0.8872  -0.1755
H -2.3971 -3.0010 0.2702  0.3840
H -4.9997 -0.5663 1.0074  0.2355
H -7.3356 -1.2366 1.4853  0.2101
H -8.0299 -3.5968 1.2322  0.2098
H -6.4174 -5.2556 0.3487  0.2105
H -4.0905 -4.5862 -0.1349  0.2091
H 0.7328 1.6028 2.9010  0.2161
H 1.4735 3.8166 3.7330  0.2157
H 0.5328 5.8790 2.7481  0.2152
H -1.1295 5.7282 0.9244  0.2171
H -1.8647 3.4904 0.1044  0.2315
C 4.9885 -0.4990 0.2030  -0.9388
P 3.1740 -0.3122 0.0810  0.8874
C 2.6756 -1.4955 -1.2085  -0.3913
C 1.3799 -1.3723 -1.7205  -0.1941
C 0.8661 -2.3354 -2.5673  -0.1893
C 1.6316 -3.4462 -2.8988  -0.1955
C 2.9151 -3.5753 -2.3954  -0.2270
C 3.4400 -2.6033 -1.5539  -0.1434
C 2.9763 1.3217 -0.6985  -0.3862
C 2.9434 2.4340 0.1399  -0.1984
C 2.7109 3.6950 -0.3834  -0.1947
C 2.5026 3.8516 -1.7458  -0.1954
C 2.5428 2.7487 -2.5860  -0.2232
C 2.7829 1.4850 -2.0681  -0.1442
H 5.4409 -0.4575 -0.7872  0.2412
H 5.2228 -1.4450 0.6899  0.2455
H 5.3701 0.3154 0.8172  0.2510
H 0.7736 -0.5176 -1.4426  0.2271
H -0.1399 -2.2297 -2.9524  0.2225
H 1.2192 -4.2162 -3.5376  0.2176
H 3.5109 -4.4430 -2.6481  0.2162
H 4.4424 -2.7221 -1.1621  0.2023
H 3.0760 2.2987 1.2061  0.2207
H 2.6655 4.5491 0.2798  0.2214
H 2.3025 4.8339 -2.1538  0.2175
H 2.3701 2.8677 -3.6479  0.2180
H 2.8041 0.6241 -2.7219  0.2188

The calculation puts the energy relative to the best compared isomer or geometry (same formula, charge and spin) at 0.843 eV. The largest force on an atom is 1.90 eV/Å. The total charge is 0. Its orbital gap is 6.30 eV. As for the electronic energy: -2099.3804 Eh. The LUMO energy comes out at -0.617 eV.



Record 6
The following is a DFT calculation (the ωB97M-V functional and the def2-TZVPD basis) of a structure of composition C26H24BBiCl2N6O4S2.

Each line ends with the natural charge from an NBO analysis.
Positions of all 66 atoms, in Å:
Bi 0.2795 0.1949 -0.0679  1.4456
O -3.3357 -3.1396 3.9349  -0.6743
C -2.5969 -2.3303 4.6636  0.7841
O -2.5937 -2.3717 5.8689  -0.5873
C -1.7263 -1.3363 3.9456  -0.2710
C -0.8478 -0.4910 4.6014  0.1760
Cl -0.5374 -0.2898 6.2538  0.1133
N -0.2184 0.2675 3.6768  -0.2111
N -0.6640 -0.0218 2.4461  -0.2895
C -1.5549 -0.9919 2.5763  0.0634
C -2.1514 -1.5567 1.3011  0.7836
O -2.9045 -2.5311 1.3878  -0.6715
O -1.8229 -0.9916 0.2119  -0.7923
C 0.7977 1.2605 3.8360  0.1915
C 1.9865 0.9454 4.4752  -0.2303
C 2.9784 1.9095 4.5592  -0.1840
C 2.7878 3.1651 3.9985  -0.1987
C 1.5949 3.4649 3.3564  -0.1931
C 0.5908 2.5131 3.2798  -0.2358
H -3.2265 -2.9728 2.9472  0.5154
H 2.1397 -0.0449 4.8821  0.2326
H 3.9123 1.6724 5.0514  0.2217
H 3.5720 3.9077 4.0620  0.2200
H 1.4402 4.4411 2.9158  0.2222
H -0.3519 2.7310 2.7959  0.2311
C 3.3824 4.2100 -1.4093  -0.4042
N 3.3605 2.9610 -2.1501  -0.3464
C 3.6515 2.8253 -3.4934  -0.0780
C 3.6356 1.5042 -3.7587  -0.0420
N 3.3313 0.8270 -2.5945  -0.4927
B 3.5412 -0.7107 -2.4330  0.1804
N 2.2528 -1.5835 -2.7774  -0.4554
C 2.3909 -2.9433 -2.9311  -0.0406
C 1.1591 -3.4910 -3.0405  -0.0774
N 0.2611 -2.4544 -2.9582  -0.3294
C -1.1929 -2.5760 -2.9564  -0.4151
C 0.9488 -1.2993 -2.8156  0.2522
S 0.1668 0.2430 -2.6672  -0.2390
C 3.1542 1.7351 -1.6181  0.3073
S 2.7505 1.4744 0.0349  -0.3134
H 4.0642 4.8947 -1.9086  0.2110
H 3.7315 4.0172 -0.3989  0.2367
H 2.3903 4.6511 -1.3599  0.2177
H 3.8543 3.6723 -4.1238  0.2273
H 3.8183 0.9812 -4.6797  0.2339
H 4.3833 -1.0368 -3.2351  -0.0463
H 3.8434 -0.9522 -1.2947  -0.0237
H 3.3603 -3.4088 -2.9417  0.2377
H 0.8446 -4.5120 -3.1641  0.2322
H -1.4547 -3.5454 -3.3717  0.2132
H -1.6217 -1.7858 -3.5664  0.2329
H -1.5875 -2.4845 -1.9439  0.2471
Cl -0.3452 4.3186 -2.2069  -0.0306
C -1.6863 3.2013 -2.2622  -0.0545
C -2.5454 3.3013 -3.3480  -0.2308
C -3.6253 2.4428 -3.4478  -0.2108
C -3.8324 1.4858 -2.4621  -0.1960
C -2.9612 1.3947 -1.3936  -0.2289
C -1.8643 2.2540 -1.2572  0.0176
C -0.9631 2.1018 -0.0749  -0.8376
H -2.3609 4.0524 -4.1036  0.2264
H -4.2959 2.5184 -4.2936  0.2169
H -4.6721 0.8068 -2.5315  0.2171
H -3.1078 0.6307 -0.6382  0.2444
H -1.5699 1.9922 0.8250  0.2364
H -0.2604 2.9229 0.0477  0.2429

The calculation puts the energy relative to the best compared isomer or geometry (same formula, charge and spin) at 0.000 eV. The largest force on an atom is 0.58 eV/Å. The total charge is 0. Its orbital gap is 8.35 eV. As for the electronic energy: -3591.0644 Eh. The LUMO energy comes out at 0.081 eV.